[1]
{"formula": "C28H33N3O2", "method": "wB97M-V/def2-TZVPD", "elements": ["O", "O", "N", "N", "N", "C", "C", "C", "C", "C", "C", "C", "C", "C", "C", "C", "C", "C", "C", "C", "C", "C", "C", "C", "C", "C", "C", "C", "C", "C", "C", "C", "C", "H", "H", "H", "H", "H", "H", "H", "H", "H", "H", "H", "H", "H", "H", "H", "H", "H", "H", "H", "H", "H", "H", "H", "H", "H", "H", "H", "H", "H", "H", "H", "H", "H"], "positions_angstrom": [[2.24, 1.30, -4.78], [1.80, 0.50, 1.42], [1.65, -0.89, -4.74], [-0.59, 1.69, 4.55], [-1.27, -1.63, -7.06], [-1.53, -0.91, 6.04], [-0.61, 0.93, 2.21], [1.59, 0.47, 0.01], [0.60, -0.13, -7.03], [-2.59, -0.79, -5.08], [2.64, -0.66, -2.00], [-2.62, 1.30, 6.17], [1.91, 0.44, -2.73], [-0.56, -2.00, 6.55], [-1.57, 2.12, 5.47], [1.12, -2.17, -4.22], [1.04, 1.21, -2.08], [-1.27, 1.61, 3.13], [1.80, 0.26, -4.08], [-0.99, -0.79, 8.73], [2.65, -0.69, -0.65], [1.94, -0.90, -6.19], [0.81, 1.18, 2.18], [-1.68, 0.23, 6.78], [-1.61, 0.33, 8.08], [-0.33, -1.91, 8.02], [-0.73, -0.62, -6.59], [0.86, 1.33, -0.80], [-2.23, -2.26, -6.76], [-2.98, -1.75, -5.67], [-1.31, 0.04, -5.57], [1.32, 1.29, 3.67], [0.69, 2.10, 4.44], [-1.32, 2.49, 2.65], [-3.27, 1.78, 6.78], [-3.19, -0.16, -4.29], [-0.56, -0.24, 2.52], [0.35, -2.47, -4.84], [-1.62, -0.76, 4.96], [0.98, 1.94, 5.38], [-3.92, -2.36, -5.33], [2.47, 1.68, 3.50], [0.16, 2.06, -0.41], [0.89, 2.29, 1.62], [-2.01, 1.00, 8.75], [0.81, -0.40, -8.06], [0.59, 3.11, 4.10], [1.97, -2.88, -4.18], [-3.15, 0.65, 5.31], [-0.90, 0.83, 1.21], [0.25, -2.63, 8.42], [-0.57, -0.71, 9.78], [-1.02, 2.50, 6.22], [0.27, 1.80, -2.79], [2.63, -0.37, -6.57], [-2.26, 1.28, 3.35], [-0.44, -2.82, 6.06], [3.30, -1.36, -2.33], [-2.65, -2.95, -7.34], [1.43, 0.11, 3.95], [-2.36, 3.35, 5.09], [0.74, 0.96, -6.78], [3.10, -1.19, 0.19], [1.79, -2.04, -6.79], [0.80, -1.98, -3.42], [-0.90, 0.76, -5.14]], "nbo_charge": [-0.681, -0.512, -0.411, -0.405, -0.441, -0.194, -0.445, 0.378, -0.425, -0.184, -0.202, -0.411, -0.161, -0.159, -0.086, -0.338, -0.051, -0.248, 0.611, -0.192, -0.203, -0.145, 0.152, -0.045, -0.223, -0.212, 0.154, -0.413, 0.119, -0.285, -0.175, -0.357, -0.311, 0.186, 0.225, 0.213, 0.167, 0.202, 0.210, 0.223, 0.206, 0.224, 0.231, 0.125, 0.216, 0.212, 0.179, 0.192, 0.191, 0.238, 0.200, 0.208, 0.178, 0.214, 0.192, 0.218, 0.181, 0.216, 0.166, 0.225, 0.027, 0.237, 0.239, 0.199, 0.175, 0.185], "charge": 0, "energy_ev": -38116.651, "e_lumo_ev": 0.5, "max_force_ha_per_bohr": 0.349, "homo_ha": -0.30263}

***

[2]
{"formula": "C28H33N7O5SSeTc", "method": "wB97M-V/def2-TZVPD", "elements": ["Tc", "Se", "S", "O", "O", "O", "O", "O", "N", "N", "N", "N", "N", "N", "N", "C", "C", "C", "C", "C", "C", "C", "C", "C", "C", "C", "C", "C", "C", "C", "C", "C", "C", "C", "C", "C", "C", "C", "C", "C", "C", "C", "C", "H", "H", "H", "H", "H", "H", "H", "H", "H", "H", "H", "H", "H", "H", "H", "H", "H", "H", "H", "H", "H", "H", "H", "H", "H", "H", "H", "H", "H", "H", "H", "H", "H"], "positions_angstrom": [[-1.70, -1.17, 1.88], [-4.56, -1.07, 3.80], [1.48, -1.63, -1.26], [0.43, 3.02, -2.05], [-1.97, 0.44, -1.77], [-1.49, 1.23, 5.09], [-1.99, -0.89, 0.04], [-1.74, -0.48, 3.63], [-3.83, -1.44, 2.17], [-6.14, -1.59, 3.29], [-1.65, -3.30, 1.50], [3.35, 0.22, -1.50], [-1.80, 0.90, 1.65], [1.14, 0.89, -1.95], [0.41, -0.92, 1.73], [5.22, 1.44, -0.51], [-7.23, -2.50, 1.33], [2.06, -0.06, -1.61], [0.56, -4.10, 2.28], [-1.85, 2.77, 0.21], [-7.07, -2.91, 0.06], [-1.95, 0.31, -0.59], [-1.87, 1.40, 0.43], [-4.68, -2.35, 0.03], [3.81, 3.00, -5.74], [-1.62, 0.85, 3.97], [3.39, 1.69, -5.51], [4.04, 1.51, -1.46], [2.12, 2.46, -3.62], [1.28, -1.64, 2.71], [-0.34, -3.89, 1.08], [2.54, 1.42, -4.45], [-6.09, -2.00, 2.04], [-1.76, 3.60, 1.33], [5.99, 2.76, -0.48], [-1.70, 1.67, 2.73], [-1.69, 3.05, 2.61], [3.39, 4.03, -4.92], [0.68, -2.93, 3.25], [-5.79, -2.83, -0.59], [1.20, 2.21, -2.50], [2.53, 3.77, -3.87], [-4.79, -1.92, 1.39], [3.33, 2.28, -1.12], [5.35, 3.58, -0.14], [2.20, 0.41, -4.28], [1.47, -0.97, 3.54], [3.91, -0.59, -1.28], [-0.53, -4.84, 0.58], [3.71, 5.05, -5.11], [-2.02, -3.81, 2.30], [0.63, 0.08, 1.82], [-1.74, 4.67, 1.20], [0.09, -3.22, 0.34], [-5.71, -3.16, -1.62], [4.37, 1.79, -2.46], [-1.87, 3.15, -0.80], [0.19, 0.56, -1.87], [2.17, 4.56, -3.22], [-8.18, -2.55, 1.84], [-2.34, -3.46, 0.76], [4.87, 1.18, 0.49], [5.89, 0.63, -0.83], [2.24, -1.85, 2.22], [-0.29, -2.71, 3.72], [-3.75, -2.27, -0.50], [1.56, -4.36, 1.91], [0.21, -4.97, 2.84], [-1.62, 3.67, 3.49], [1.30, -3.24, 4.09], [0.75, -1.13, 0.76], [6.37, 3.01, -1.47], [-7.91, -3.30, -0.50], [3.71, 0.90, -6.17], [6.84, 2.70, 0.20], [4.48, 3.21, -6.57]], "mulliken_spin": [0.939, 0.009, 0.003, 0.000, 0.022, 0.018, 0.044, 0.033, -0.022, 0.001, -0.012, 0.001, -0.022, 0.001, -0.014, 0.000, 0.002, 0.000, 0.002, -0.002, -0.001, 0.004, -0.005, 0.001, 0.000, 0.004, 0.000, 0.000, 0.000, 0.001, 0.002, 0.000, -0.002, -0.001, 0.000, -0.008, 0.002, 0.000, 0.002, 0.002, -0.001, 0.000, 0.004, 0.000, 0.000, 0.000, 0.001, 0.000, 0.000, 0.000, -0.002, 0.003, 0.000, -0.002, 0.000, 0.000, 0.000, 0.000, 0.000, 0.000, 0.001, 0.000, 0.000, 0.000, 0.000, -0.006, 0.000, 0.000, 0.000, 0.001, -0.002, 0.000, 0.000, 0.000, 0.000, 0.000], "multiplicity": 2, "charge": 2, "energy_ev": -128608.607, "e_lumo_ev": [-7.9, -7.6], "max_force_ha_per_bohr": 0.004, "homo_ha": [-0.49804, -0.49798]}

***

[3]
{"formula": "C28H33N9O3PbSSe", "method": "wB97M-V/def2-TZVPD", "elements": ["Pb", "Se", "S", "O", "O", "O", "N", "N", "N", "N", "N", "N", "N", "N", "N", "C", "C", "C", "C", "C", "C", "C", "C", "C", "C", "C", "C", "C", "C", "C", "C", "C", "C", "C", "C", "C", "C", "C", "C", "C", "C", "C", "C", "H", "H", "H", "H", "H", "H", "H", "H", "H", "H", "H", "H", "H", "H", "H", "H", "H", "H", "H", "H", "H", "H", "H", "H", "H", "H", "H", "H", "H", "H", "H", "H", "H"], "positions_angstrom": [[-0.68, -0.24, -0.24], [1.72, -1.11, 1.55], [0.86, -2.38, -2.26], [-5.40, 5.39, 0.50], [-0.51, 7.37, -1.07], [-2.84, -1.21, -1.05], [4.14, 0.39, 0.97], [3.68, -1.15, -0.60], [1.32, -4.23, -0.34], [-2.02, -2.41, 0.68], [-1.15, -3.46, 2.53], [-2.31, 1.46, 1.00], [0.36, -5.06, -2.14], [-3.94, -3.14, -0.42], [0.06, 2.37, -0.35], [4.95, -0.63, -0.89], [5.26, 0.34, 0.10], [1.20, -5.61, -0.03], [6.47, 1.02, 0.14], [3.23, -0.57, 0.55], [-0.91, 3.25, -0.02], [7.20, -0.50, -1.64], [0.70, 6.62, -1.04], [-5.70, 4.13, 1.09], [-0.77, 4.62, -0.29], [-2.06, -3.41, 1.54], [-3.06, -4.42, 1.36], [0.85, -3.93, -1.59], [7.44, 0.52, -0.70], [-3.43, 1.03, 1.59], [1.45, 4.21, -0.97], [-2.92, -2.23, -0.31], [0.48, -6.21, -1.28], [-4.51, 3.18, 1.09], [5.97, -1.17, -1.70], [-4.57, 1.86, 1.61], [-4.05, -4.20, 0.48], [-3.29, 3.60, 0.57], [4.11, 1.26, 2.13], [1.17, 2.83, -0.89], [0.41, 5.14, -0.76], [-4.93, -3.02, -1.47], [-2.18, 2.71, 0.51], [2.44, 4.58, -1.18], [1.36, 7.02, -0.25], [4.82, 0.97, 2.91], [0.57, -5.71, 0.90], [2.15, -6.15, 0.07], [1.93, 2.12, -1.23], [1.09, -7.00, -1.77], [0.11, -5.12, -3.10], [1.61, -3.52, 0.40], [-4.83, -2.05, -1.99], [-4.80, -3.81, -2.20], [-0.51, -6.63, -1.00], [-3.22, -5.20, 2.14], [-1.59, 5.26, -0.10], [-3.41, 0.06, 1.99], [-5.82, 6.09, 1.03], [-0.48, -2.69, 2.55], [6.64, 1.85, 0.83], [-1.23, -4.15, 3.27], [-6.50, 3.65, 0.49], [3.16, -1.77, -1.18], [-4.94, -4.88, 0.42], [-6.04, 4.21, 2.17], [-0.36, 8.30, -1.37], [5.74, -2.03, -2.41], [-5.97, -3.08, -1.01], [3.08, 1.27, 2.56], [8.45, 0.95, -0.62], [-3.25, 4.63, 0.20], [7.95, -0.69, -2.41], [4.32, 2.32, 1.85], [-5.46, 1.55, 2.08], [1.20, 6.67, -1.99]], "lowdin_charge": [1.296, 0.544, 0.551, -0.053, -0.061, -0.150, -0.066, 0.126, -0.008, 0.092, 0.197, -0.010, 0.025, -0.040, -0.021, -0.160, -0.150, -0.158, -0.003, -0.655, -0.187, -0.069, -0.177, -0.194, 0.060, -0.362, 0.000, -0.838, -0.064, -0.105, 0.018, -0.543, -0.128, -0.145, 0.003, 0.030, 0.002, 0.061, -0.028, -0.120, -0.139, -0.007, -0.185, 0.117, 0.139, 0.107, 0.125, 0.121, 0.114, 0.129, 0.140, 0.068, 0.106, 0.098, 0.123, 0.138, 0.097, 0.095, 0.113, 0.067, 0.122, 0.133, 0.138, 0.058, 0.165, 0.154, 0.118, 0.144, 0.127, 0.069, 0.122, 0.119, 0.120, 0.111, 0.104, 0.119], "charge": 2, "energy_ev": -130544.220, "e_lumo_ev": -5.1, "max_force_ha_per_bohr": 0.060, "homo_ha": -0.46714}